Molecular formula: C4H6N4
Method: DFT, the ωB97M-V functional and the def2-TZVPD basis

Cartesian coordinates (Å):
C 1.625 1.302 0.250
C 0.085 1.098 0.243
C -0.919 -0.716 0.427
C -0.573 -0.020 -0.738
H 2.117 1.720 1.195
H 1.835 1.956 -0.506
H 1.886 0.286 -0.259
H -0.380 2.065 0.678
H 0.706 -0.579 1.567
H -1.770 -2.680 -1.776
N -0.209 -0.041 1.397
N -1.624 -1.689 0.315
N -1.712 -1.769 -1.024
N -1.067 -0.934 -1.767

The HOMO energy comes out at -8.87 eV. The calculation puts the gap between HOMO and LUMO at 9.773 eV. The largest force on an atom comes out at 7.9 eV/Å. As for the multiplicity: 1. The value obtained for the total energy is -374.813218 Ha. Its lowest unoccupied orbital energy is 0.90 eV.

Mulliken atomic charge list, values in e, 6 entries:
1. C -1.251
2. C 0.246
3. C 0.505
4. C 0.125
5. H 0.283
6. H 0.411